Entry w
A cluster of 2 separate species, C3H2O in total, computed with ωB97M-V/def2-TZVPD.

Values from the calculation:
LUMO: 0.042 Eh
HOMO-LUMO gap: 0.437 hartree

The geometry in ORCA input format:
```
! RIJCOSX wB97M-V def2-TZVPD def2/J DEFGRID3
* xyz 0 1
C -0.198 0.703 1.846
H -0.435 -0.903 0.369
C -0.416 -0.287 1.191
O 1.089 -0.347 -3.473
C 0.236 -0.474 -2.703
H -0.276 1.308 2.771
*
```


Entry x
A cluster of 2 separate species, C3H2O in total, computed with ωB97M-V/def2-TZVPD.

Values from the calculation:
LUMO (spin up / spin down): -0.102 / -0.103 Eh
HOMO-LUMO gap (spin up / spin down): 0.271 / 0.269 hartree

The geometry in ORCA input format:
```
! RIJCOSX wB97M-V def2-TZVPD def2/J DEFGRID3
* xyz 0 1
C -0.032 0.840 0.014
H 1.121 -1.401 0.029
O 1.562 -0.618 -0.070
C -1.165 0.192 -0.190
C -2.283 -0.426 0.045
H 0.797 1.414 0.172
*
```


The calculated energies rank the structures as follows, beginning with the most stable: entry w, entry x.


Entry w
The ion C6H15N with charge +1, computed with ωB97M-V/def2-TZVPD.

Values from the calculation:
⟨S²⟩: 0.7542
LUMO (spin up / spin down): -0.109 / -0.293 Eh
HOMO-LUMO gap (spin up / spin down): 0.457 / 0.273 hartree

The geometry in ORCA input format:
```
! RIJCOSX wB97M-V def2-TZVPD def2/J DEFGRID3
* xyz 1 2
C -0.321 1.151 0.131
C 2.277 -1.440 -0.175
H 3.014 -0.881 -0.763
C -1.134 1.019 1.420
C 0.067 -0.332 -0.314
H -1.463 2.000 1.774
H -1.331 -1.906 0.604
H 0.286 -0.267 -1.396
H -0.429 -2.370 -0.813
H 1.128 -1.001 1.347
H -1.447 2.756 -0.456
H 1.873 -2.069 -0.992
H -1.773 -1.146 -0.878
H 0.664 1.519 0.553
H 2.822 -2.105 0.496
N 1.283 -0.569 0.431
H -0.502 0.562 2.172
C -0.750 2.104 -0.986
H 0.095 2.559 -1.464
H -1.992 0.342 1.292
H -1.440 1.603 -1.654
C -0.927 -1.530 -0.329
*
```


Entry x
The ion C6H15N with charge +1, computed with ωB97M-V/def2-TZVPD.

Values from the calculation:
⟨S²⟩: 0.7559
LUMO (spin up / spin down): -0.105 / -0.299 Eh
HOMO-LUMO gap (spin up / spin down): 0.447 / 0.253 hartree

The geometry in ORCA input format:
```
! RIJCOSX wB97M-V def2-TZVPD def2/J DEFGRID3
* xyz 1 2
C -0.421 -0.316 1.187
N 0.918 0.368 0.891
C 1.059 0.560 -0.552
H 0.102 -0.779 3.271
C 0.613 -0.067 -2.851
H -1.954 1.066 0.663
H 1.402 -1.339 -1.405
C -1.869 0.076 0.345
H -0.693 0.768 2.933
H 1.993 0.988 -0.777
C 0.664 -0.512 -1.504
H -1.634 -0.648 2.995
H -1.882 -0.027 -0.669
C -0.647 -0.230 2.643
H 0.382 1.316 -0.914
H -0.197 -1.334 0.862
H -0.326 0.560 -3.166
H 0.934 1.197 1.449
H -2.585 -0.374 1.041
H -0.442 -1.067 -1.454
H 1.342 0.709 -2.965
H 0.749 -0.679 -3.705
*
```


The calculated energies rank the structures as follows, beginning with the most stable: entry w, entry x.


Entry w
A cluster of 2 separate species, C2H10NOS2 in total, computed with ωB97M-V/def2-TZVPD.

Values from the calculation:
LUMO: -0.149 Eh
HOMO-LUMO gap: 0.327 hartree

The geometry in ORCA input format:
```
! RIJCOSX wB97M-V def2-TZVPD def2/J DEFGRID3
* xyz 1 1
N -0.746 -1.219 0.616
H 1.379 1.144 -2.432
H -3.201 1.498 -0.403
H 2.440 -0.563 0.972
C 1.432 -0.364 1.342
H 0.482 -2.447 1.770
H -4.277 0.605 -1.077
H -0.612 -1.177 -0.426
O -3.644 0.586 -0.360
H -0.111 -1.107 2.604
H -1.315 -2.120 0.707
S 0.936 0.116 -1.781
H 1.566 0.143 2.333
C 0.299 -1.406 1.639
H -1.453 -0.484 0.743
S 0.882 1.070 0.275
*
```


Entry x
A cluster of 2 separate species, C2H10NOS2 in total, computed with ωB97M-V/def2-TZVPD.

Values from the calculation:
LUMO: -0.131 Eh
HOMO-LUMO gap: 0.307 hartree

The geometry in ORCA input format:
```
! RIJCOSX wB97M-V def2-TZVPD def2/J DEFGRID3
* xyz 1 1
C -0.209 0.103 -0.390
N -0.450 2.472 -1.227
S 0.839 -1.990 1.439
H -3.424 2.533 0.758
H -1.210 -0.250 -0.634
H 0.180 0.860 -2.412
O -2.495 2.396 0.947
H 0.299 3.151 -1.345
H -1.124 2.595 -1.982
H -0.994 2.548 -0.350
H -0.235 0.441 0.639
H 0.427 -3.208 1.138
C 0.277 1.147 -1.369
S 0.897 -1.348 -0.505
H -2.193 2.828 1.747
H 1.329 1.291 -1.118
*
```


The calculated energies rank the structures as follows, beginning with the most stable: entry x, entry w.


Entry w
An isolated molecule of C8H8O2S2, computed with ωB97M-V/def2-TZVPD.

Values from the calculation:
LUMO (spin up / spin down): -0.037 / -0.037 Eh
HOMO-LUMO gap (spin up / spin down): 0.267 / 0.268 hartree

The geometry in ORCA input format:
```
! RIJCOSX wB97M-V def2-TZVPD def2/J DEFGRID3
* xyz 0 1
H -3.832 0.036 -0.244
H 1.412 0.772 1.212
H -1.235 2.774 0.481
H 2.581 -1.503 0.901
H 2.856 0.641 -0.590
S -2.196 -1.784 -0.732
C 2.011 -1.381 -0.115
H 1.151 1.878 -0.151
S 0.527 -2.423 0.413
C -1.696 0.678 -0.001
C -0.398 0.427 0.091
O 0.174 -2.008 1.749
C -2.078 2.052 0.338
C 0.950 0.936 0.284
H 1.785 0.034 -1.723
O -3.149 2.544 0.532
C -2.727 -0.223 -0.351
H 2.499 -1.934 -0.778
C -0.566 -1.604 -0.704
C 1.933 0.089 -0.612
*
```


Entry x
An isolated molecule of C8H8O2S2, computed with ωB97M-V/def2-TZVPD.

Values from the calculation:
SMILES string: C=CCSc1ccsc1C(=O)O
LUMO: 0.000 Eh
HOMO-LUMO gap: 0.324 hartree

The geometry in ORCA input format:
```
! RIJCOSX wB97M-V def2-TZVPD def2/J DEFGRID3
* xyz 0 1
C -2.463 0.603 0.784
H 0.770 -3.204 -0.325
C -2.037 0.818 2.062
C 0.798 0.220 -0.222
C 0.193 -0.949 -0.478
O 1.514 2.413 -0.346
O -0.548 1.963 -1.088
H -2.502 -1.528 1.116
S 2.324 -0.068 0.607
S -1.421 -1.108 -1.148
C 0.486 1.561 -0.608
H -3.508 -1.052 -0.101
C 0.974 -2.095 -0.043
H 1.040 3.332 -0.448
C -2.532 -0.804 0.305
H -2.879 1.400 0.155
C 2.169 -1.765 0.476
H -1.745 -0.071 2.703
H -1.878 1.786 2.495
H 2.997 -2.381 0.866
*
```


The calculated energies rank the structures as follows, beginning with the most stable: entry x, entry w.


Entry w
The ion C6H14NS with charge -1, computed with ωB97M-V/def2-TZVPD.

Values from the calculation:
SMILES string: CCCCNCC[S-]
LUMO: 0.125 Eh
HOMO-LUMO gap: 0.212 hartree

The geometry in ORCA input format:
```
! RIJCOSX wB97M-V def2-TZVPD def2/J DEFGRID3
* xyz -1 1
C 1.508 0.685 0.657
H 2.414 2.335 1.824
H -1.560 0.238 -0.410
H -0.333 2.838 0.331
H 0.546 0.470 1.131
C 0.406 2.890 1.269
H 0.044 -2.544 -0.996
H 1.964 -1.504 -0.937
C 1.717 2.211 0.905
H 2.312 2.781 0.221
N 1.204 -0.805 -1.293
H -0.545 -0.993 -2.171
C 1.642 0.461 -0.822
H 0.416 3.862 1.635
H 1.182 1.095 -1.601
C -0.189 -1.408 -1.152
H -0.687 -0.854 0.952
H 2.401 0.258 1.174
S -2.700 -1.861 0.146
H -0.315 2.540 2.007
H 2.834 0.720 -1.072
C -1.067 -0.811 -0.086
*
```


Entry x
The ion C6H14NS with charge -1, computed with ωB97M-V/def2-TZVPD.

Values from the calculation:
SMILES string: CCCNCCC[S-]
LUMO: 0.115 Eh
HOMO-LUMO gap: 0.196 hartree

The geometry in ORCA input format:
```
! RIJCOSX wB97M-V def2-TZVPD def2/J DEFGRID3
* xyz -1 1
H 0.041 1.569 -2.873
H 1.529 1.436 2.326
C 1.176 -0.301 1.140
H -1.588 -0.251 -4.680
C -0.850 -0.222 -1.977
H -2.313 1.171 -3.978
H -0.967 1.466 -5.000
H 0.529 0.073 -3.607
H -1.314 -1.095 -2.449
H 1.971 0.200 0.576
H -0.194 1.144 1.931
H -0.158 -1.858 0.549
N 0.248 -0.750 -1.160
H 1.654 -1.172 1.590
C 0.003 -0.814 0.297
C 0.740 0.713 2.241
H -0.926 -0.298 0.545
H -1.538 0.355 -1.379
S 0.394 -0.071 3.857
C -1.358 0.741 -4.292
H 1.102 -0.294 -1.342
C -0.328 0.581 -3.161
*
```


The calculated energies rank the structures as follows, beginning with the most stable: entry x, entry w.


Entry w
A cluster of 2 separate species, HNO4 in total, computed with ωB97M-V/def2-TZVPD.

Values from the calculation:
LUMO (spin up / spin down): -0.112 / -0.112 Eh
HOMO-LUMO gap (spin up / spin down): 0.230 / 0.231 hartree

The geometry in ORCA input format:
```
! RIJCOSX wB97M-V def2-TZVPD def2/J DEFGRID3
* xyz 0 1
O -1.708 0.799 0.404
O 1.395 -0.776 1.432
O 0.813 -0.675 0.229
N -0.911 0.429 -0.401
O -0.911 0.195 -1.560
H 1.321 0.029 -0.104
*
```


Entry x
A cluster of 2 separate species, HNO4 in total, computed with ωB97M-V/def2-TZVPD.

Values from the calculation:
LUMO (spin up / spin down): -0.027 / -0.027 Eh
HOMO-LUMO gap (spin up / spin down): 0.322 / 0.322 hartree

The geometry in ORCA input format:
```
! RIJCOSX wB97M-V def2-TZVPD def2/J DEFGRID3
* xyz 0 1
O 1.924 -1.098 0.289
O 0.911 1.062 0.174
N 2.429 -0.086 0.103
O 3.372 0.448 -0.268
H -0.954 0.525 0.270
O -0.055 0.257 0.725
*
```


The calculated energies rank the structures as follows, beginning with the most stable: entry x, entry w.